# 1
The following is a DFT calculation (ωB97M-V/def2-TZVPD) of a structure of composition C45H45N3O2PPdS3Se in a non-equilibrium geometry.

```
101
Properties=species:S:1:pos:R:3:forces:R:3
Pd -0.47557 -1.02862 0.11978 -0.755 0.237 0.003
Se -2.16400 -1.03577 -2.81678 -0.103 -0.102 0.039
S -0.53841 1.39320 -0.32042 -0.056 0.146 -0.130
S 2.80100 1.03955 0.42828 -0.021 0.036 -0.016
S 2.04132 3.78395 -1.74645 0.004 0.003 0.008
P -0.17629 -3.27268 -0.01386 0.090 -0.180 0.241
O -1.04020 0.16530 2.77593 -0.052 -0.076 0.397
O 0.70795 -0.84352 1.81155 -0.046 0.137 0.484
N -3.87442 -1.38604 -2.89414 -0.011 0.012 -0.016
N -2.13068 -1.21478 -1.02073 0.377 0.085 -0.676
N -0.85177 0.97968 5.06403 0.142 0.184 0.618
C -2.93833 1.91435 5.67705 -0.062 0.036 -0.044
C -5.01087 -2.20243 0.95373 0.054 0.019 0.074
C 0.68312 2.83035 -2.47419 -0.072 -0.068 0.003
C 2.34308 -2.48570 -0.81414 0.058 -0.019 0.025
C -2.17700 -4.35939 -1.59336 0.009 0.001 -0.048
C 1.72862 2.18852 1.33267 -0.009 0.034 0.025
C -3.34504 -1.53662 -0.60923 -0.036 -0.024 0.056
C 2.32081 -0.43914 3.99468 0.042 -0.009 0.046
C -1.35077 1.04236 7.43231 0.018 -0.083 0.065
C -5.66776 -1.99441 -1.37784 -0.044 -0.012 0.011
C -1.89512 -4.92994 -3.91359 -0.013 -0.001 0.000
C -1.65808 1.30736 6.04242 0.028 -0.042 0.083
C 3.92482 2.12627 -0.49668 0.059 -0.023 0.007
C -1.48125 -4.52359 3.64145 -0.009 0.004 0.026
C 0.17226 -0.28329 2.78106 0.406 -0.186 -0.117
C -0.94522 -5.65130 1.15937 0.006 -0.031 0.005
C -1.06737 -3.71846 2.59291 -0.003 0.042 0.006
C -0.55458 -4.58169 -3.84511 -0.002 0.003 0.012
C -4.31801 -1.62580 -1.67714 0.051 -0.007 0.061
C -0.79862 -4.27475 1.34515 -0.015 -0.062 -0.056
C 2.67513 0.64526 6.13226 0.035 -0.029 -0.026
C 0.47758 0.64404 5.13429 -0.008 0.003 -0.036
C -3.72360 -1.83522 0.72950 -0.120 -0.024 -0.024
C 0.38098 1.45013 -1.89722 0.009 0.073 -0.047
C -1.35553 -6.45469 2.21223 -0.006 0.014 0.009
C -2.70351 -4.82574 -2.78576 -0.021 -0.006 0.010
C -3.80590 2.29575 6.68785 0.022 0.019 0.086
C 3.67135 -4.44156 0.64394 0.028 -0.002 0.000
C -3.28999 2.18166 4.25225 -0.008 -0.053 -0.012
C -1.62497 -5.89198 3.45250 0.000 -0.001 -0.013
C 4.38799 -3.54813 -0.14101 -0.007 -0.010 0.008
C -5.12758 2.94722 6.39670 -0.011 0.000 -0.006
C 1.00016 -0.04980 4.00477 0.040 0.007 0.030
C 1.35074 1.03550 6.16583 0.022 0.050 0.072
C 1.61766 -3.39207 -0.03805 0.026 -0.046 0.056
C 3.72398 -2.56800 -0.86779 0.006 0.009 -0.003
C 0.34259 2.53769 0.77802 -0.008 -0.101 0.028
C 2.28772 -4.36594 0.70159 0.002 0.005 -0.022
C -5.98900 -2.27615 -0.09491 -0.028 -0.006 -0.047
C -0.83068 -3.98919 -1.52712 0.087 0.048 -0.061
C 3.44229 2.63753 -1.84859 0.009 -0.037 -0.030
C -0.01902 -4.10787 -2.65472 -0.013 -0.041 -0.037
C -3.41595 2.08005 8.01638 -0.003 -0.006 -0.048
C 3.15305 -0.11250 5.06914 -0.014 -0.004 -0.010
C -2.21309 1.43796 8.39408 -0.049 0.042 0.013
H -5.73630 3.00627 7.29581 0.005 0.014 -0.001
H 5.46663 -3.61777 -0.18988 -0.006 -0.002 0.003
H 0.07992 -4.68886 -4.71472 -0.003 0.001 0.006
H 1.83374 -1.71520 -1.38240 -0.041 0.031 -0.020
H -0.48792 0.43885 7.67427 -0.045 -0.006 0.010
H -3.85550 3.10797 4.16878 0.017 0.013 -0.008
H -2.31081 -5.30070 -4.84133 0.005 0.002 0.010
H 4.21992 2.95338 0.14961 -0.051 0.010 0.011
H 0.38623 3.46327 0.21366 -0.002 0.047 -0.018
H 4.26246 3.17756 -2.32379 -0.014 0.038 0.016
H -1.46583 -7.52009 2.06139 0.004 0.005 0.008
H 1.03281 -3.85870 -2.60645 -0.009 0.011 0.002
H 3.34728 0.95354 6.92166 -0.013 0.010 -0.003
H -6.38264 -2.04760 -2.18761 -0.009 0.000 0.023
H -0.36417 2.69618 1.59596 0.017 -0.024 0.003
H 4.28299 -1.87256 -1.48046 0.001 -0.012 0.005
H 0.88017 2.69549 -3.53922 0.047 0.003 0.003
H 4.19282 -0.41227 5.04837 -0.013 0.000 0.001
H 4.82047 1.51679 -0.63965 -0.016 -0.004 -0.019
H 1.73758 -5.06916 1.31382 0.000 0.014 -0.010
H -0.73576 -6.10227 0.19731 -0.010 0.021 -0.012
H 1.62278 1.75555 2.32735 0.008 -0.009 -0.017
H -1.19755 0.60298 3.79118 0.058 -0.160 -1.139
H -3.94709 1.38398 3.88447 0.005 0.017 0.025
H -2.43183 2.24497 3.59063 0.004 0.011 0.026
H -0.29401 0.94748 -2.59284 0.011 0.004 0.034
H 2.71004 -0.97023 3.13598 -0.008 0.005 0.004
H -3.74358 -5.12152 -2.83530 0.013 0.002 -0.003
H 4.18982 -5.20638 1.20670 0.000 0.007 -0.006
H -4.98697 3.96350 6.02144 -0.001 -0.008 0.004
H -6.99806 -2.56999 0.16071 0.008 0.004 -0.015
H 1.28384 0.85510 -1.79764 0.029 -0.013 0.014
H -0.19397 3.47774 -2.40902 0.027 0.023 0.026
H -2.80720 -4.30182 -0.71403 -0.015 0.000 0.034
H 3.19000 1.81721 -2.52214 -0.029 -0.014 0.035
H 2.27861 3.11962 1.47492 0.008 0.003 -0.045
H -4.09523 2.39023 8.80358 0.000 -0.005 -0.013
H 1.01441 1.70548 6.94521 0.003 0.002 -0.050
H -5.68967 2.39215 5.64626 0.003 -0.009 0.003
H -0.95792 -2.65193 2.74219 -0.022 0.017 -0.009
H -2.02781 1.22927 9.43892 0.011 -0.013 -0.017
H -1.94693 -6.52086 4.27203 -0.001 0.005 -0.011
H -5.32294 -2.45687 1.95898 0.002 -0.001 -0.008
H -1.69410 -4.08750 4.60920 0.004 -0.010 -0.012
H -2.98463 -1.78920 1.51722 -0.008 0.010 0.047
```
Forces are in eV/Å.

Net charge ... +3
Relative energy (zero: lowest compared OMol25 entry of this formula, charge and spin) ... 3.9 kcal per mole
Energy ... -6120.88081 Eh

=====

# 2
The following is a DFT calculation (ωB97M-V/def2-TZVPD) of a structure of composition C45H46Cl2N8NaS4 in a non-equilibrium geometry.

```
106
Properties=species:S:1:pos:R:3:forces:R:3
Cl -18.50402 12.03700 -0.55729 -0.592 -0.835 0.732
Cl -17.48076 9.36287 -0.04056 -0.421 -0.230 -0.134
S -13.50059 13.50791 4.30537 1.532 0.649 -0.007
S -18.66050 12.70744 3.49049 -0.483 0.352 -0.389
S -15.85040 16.77996 5.16136 -0.303 -1.576 -0.055
S -13.16343 16.20453 5.34448 -0.381 -2.252 -0.344
Na -16.76013 13.65886 4.96892 0.552 0.029 0.325
N -19.22614 15.04314 2.20142 -0.206 0.200 0.020
N -14.47007 12.85489 5.12428 -1.267 -0.190 1.264
N -14.46756 16.53803 6.06907 -0.048 0.227 0.360
N -17.26016 13.30898 7.28365 -1.408 -0.216 -0.308
N -16.23349 15.79091 4.13987 0.307 1.429 0.673
N -17.22147 10.83215 10.68917 -0.925 0.465 -1.070
N -13.16046 15.13560 4.23009 0.115 0.818 0.150
N -17.15912 14.19679 1.88042 -1.010 -1.281 1.040
C -10.25537 12.18848 6.27478 -2.472 -1.836 1.398
C -20.60567 15.09507 2.69963 0.574 -0.157 -0.797
C -16.02602 12.28711 9.05544 -0.157 -0.620 1.351
C -10.74364 13.35198 3.82988 1.276 0.463 -1.392
C -18.76428 10.51475 0.43582 0.461 -0.145 -1.990
C -11.55621 12.33327 5.81686 -0.815 0.929 -1.040
C -11.80490 12.95972 4.57412 -0.359 -0.377 1.853
C -10.05810 14.97668 8.49094 -1.060 -0.785 1.397
C -12.40271 17.56746 4.61545 -0.537 -0.765 -3.761
C -18.37241 12.62383 7.70521 1.349 0.632 -0.174
C -11.44526 14.92870 8.77152 0.917 -0.272 0.717
C -15.59587 18.47890 4.68455 -0.365 -0.029 -0.909
C -19.25382 16.83665 7.26981 0.600 -0.553 -2.852
C -13.70688 13.26616 2.59033 -1.721 -1.907 1.484
C -9.21977 12.48760 5.47421 2.868 0.027 0.280
C -9.74297 15.38444 7.24046 1.190 0.476 -3.077
C -15.23061 20.84991 4.95747 -0.765 -0.926 -0.234
C -11.63507 19.78136 4.77018 -0.030 0.042 -0.628
C -16.54175 17.37530 7.74817 -0.907 -0.422 1.599
C -12.39230 15.33227 7.86013 -1.153 0.099 0.396
C -13.31202 14.08824 1.62163 0.228 1.100 -2.041
C -18.35818 14.06799 2.50199 0.591 0.106 -0.874
C -15.29478 20.96708 3.58162 1.191 -0.213 -0.878
C -18.36722 11.76418 8.76224 1.680 0.619 1.311
C -14.62268 11.64549 1.03438 1.009 1.059 -0.284
C -14.14986 12.47044 -0.01170 -0.405 -0.415 0.955
C -16.74365 15.28848 1.10209 -0.557 0.192 -1.773
C -18.81831 17.13651 8.54303 -1.360 0.739 1.074
C -11.60388 18.67719 2.64311 0.150 0.546 -2.145
C -15.42449 19.59061 5.50007 -0.122 -0.014 -1.079
C -18.29976 16.71394 6.18791 -1.080 -0.424 1.886
C -13.58084 13.70376 0.30815 0.138 0.034 -0.999
C -17.18817 11.63460 9.56829 0.390 0.082 -1.165
C -9.45191 13.10790 4.29590 0.144 1.177 -2.613
C -11.33695 19.79733 3.40958 0.195 0.711 1.342
C -17.48369 17.43754 8.80548 0.303 -0.366 -2.234
C -16.14180 13.12081 7.95110 1.367 -0.326 0.229
C -10.66610 15.81114 6.27399 -1.660 -0.162 1.169
C -15.59930 18.58295 3.30622 0.052 0.644 -0.368
C -12.17846 17.58174 3.17900 0.434 -0.564 3.171
C -15.34492 19.84290 2.75008 -0.394 -0.242 0.553
C -16.95814 16.92640 6.52363 -1.107 0.272 -1.191
C -12.03753 15.79854 6.61944 2.045 0.038 -0.200
C -14.45309 12.10305 2.32551 0.182 -1.533 0.379
C -12.23359 18.66971 5.35793 0.228 1.638 1.336
H -16.65254 13.34100 1.87157 0.661 -0.375 -0.023
H -19.23965 11.31430 9.14540 -1.096 -0.537 -0.007
H -18.95091 15.57553 1.37418 -0.631 -0.058 0.628
H -10.81588 13.80023 2.82572 -0.299 -0.038 0.673
H -15.03625 12.16582 9.54986 -0.898 0.120 -0.356
H -15.48659 17.54773 7.86710 0.087 0.163 0.419
H -8.74640 15.27441 6.80969 0.112 0.274 0.676
H -9.25553 14.63444 9.19794 -1.137 0.368 -0.718
H -20.31344 16.67537 6.96126 0.888 0.139 0.820
H -14.27429 12.05979 -1.00157 0.146 0.545 -0.367
H -17.09075 15.24711 0.04459 -0.023 -0.112 0.399
H -17.11850 16.17597 1.53355 -0.325 1.157 0.539
H -13.31265 14.41666 -0.46931 0.021 -0.334 -0.085
H -15.60969 19.55047 6.52036 0.167 -0.446 1.874
H -16.44845 10.78354 11.30715 0.411 0.029 0.406
H -14.98104 10.63890 0.87378 -0.357 0.179 -0.213
H -8.18035 12.24151 5.75715 -0.677 0.294 -0.001
H -11.42446 18.60073 1.55101 0.139 0.558 0.824
H -21.17498 15.81604 2.12582 0.030 0.013 -0.277
H -15.89716 17.69959 2.72369 0.636 0.382 0.149
H -12.45448 12.02856 6.33942 0.195 -0.058 0.435
H -18.14148 10.56381 11.03176 0.682 0.068 -0.041
H -11.83220 14.53150 9.70082 0.276 0.107 0.185
H -10.42133 16.16445 5.28747 0.602 -0.155 -0.105
H -10.16580 11.65931 7.22122 0.410 0.222 -0.085
H -15.12788 21.67082 5.63886 -0.041 0.477 -0.050
H -10.88996 20.72831 3.06968 -0.028 -0.404 -0.519
H -12.87207 15.05528 1.82821 0.043 -0.265 -0.011
H -18.62802 16.33478 5.19814 0.474 0.526 0.697
H -8.65961 13.48038 3.61789 -0.205 -0.604 0.695
H -15.17448 21.91918 3.10032 0.047 0.394 -0.017
H -19.29021 12.80898 7.17742 -0.141 0.057 -0.355
H -15.19237 13.59892 7.57691 -1.254 -0.363 0.216
H -17.17542 17.73368 9.76035 0.368 0.339 1.271
H -13.44118 15.31714 8.14905 0.115 -0.109 -0.126
H -14.81095 11.39725 3.10752 0.470 1.101 -0.201
H -21.02517 14.10658 2.59509 -0.377 -0.214 0.059
H -15.18247 19.93239 1.68537 -0.392 0.188 -0.093
H -19.76934 10.07440 0.29091 0.750 0.495 -0.110
H -12.59350 18.72170 6.39317 0.398 -0.161 -0.327
H -18.50649 10.71589 1.42596 -0.189 0.753 1.525
H -11.40823 20.65561 5.35379 -0.101 0.165 0.199
H -15.69068 15.39070 1.05209 1.047 -0.193 0.240
H -20.66473 15.40327 3.72224 0.212 0.070 0.728
H -19.61616 17.25674 9.33825 1.266 -0.276 -0.842
H -12.25130 16.70381 2.59274 -0.480 -0.642 -0.172
```
Forces are in eV/Å.

Net charge ... +1
Energy ... -4855.41608 Eh